Density functional theory data (ωB97M-V/def2-TZVPD) for an isolated molecule of C4H6NP at a distorted geometry.

Element x y z (Å)
H (0.20252, -0.08756, 1.54538)
H (-0.10006, -1.87365, 1.41164)
C (0.44576, 1.64361, -0.56761)
H (1.49338, -1.28315, -0.29026)
P (-1.97186, -0.32162, 0.49619)
C (-1.66753, 1.31022, 0.19501)
H (0.17500, -1.37807, -1.20648)
C (-0.19245, -0.83721, 0.83595)
H (-2.42627, 1.95317, -0.37165)
C (0.57280, -0.73814, -0.49520)
H (0.53999, 2.76905, -0.84613)
N (1.04460, 0.60244, -0.75070)

Forces on atoms 1 to 2 (eV/Å):
H 0.00 -0.34 -0.35
H -0.29 1.99 -1.69

Output
- total charge = 0
- gap between HOMO and LUMO (eV) = 8.08
- highest occupied orbital energy (eV) = -7.9062
- ΔE to the lowest compared entry with this formula, charge and spin (kcal per mole) = 98.6